Record 1
{"formula": "C4H5ClN2", "method": "ωB97M-V/def2-TZVPD", "species": ["C", "N", "N", "C", "C", "C", "Cl", "H", "H", "H", "H", "H"], "positions_angstrom": [[-0.24624, 1.93253, -0.04505], [-0.10551, 0.38272, -0.01146], [-1.22485, -0.23113, 0.04705], [-0.96712, -1.47074, 0.11677], [0.47276, -1.80176, -0.11953], [0.93750, -0.51743, -0.22951], [2.56428, -0.10632, 0.06431], [0.67067, 2.37126, -0.78449], [-1.26183, 2.14806, -0.20049], [-0.08552, 2.32121, 1.04500], [-1.72080, -2.13620, 0.00006], [0.96666, -2.89220, 0.11735]], "forces_ev_per_a": [[5.2, -0.8, 1.1], [2.3, 3.4, -1.3], [-2.4, 0.7, 0.8], [3.5, -2.7, -1.5], [-2.2, -1.2, 1.5], [0.3, 0.1, 1.6], [0.5, 0.7, -0.4], [-3.1, -1.0, 2.0], [-1.1, 0.1, -1.2], [0.2, -0.7, -2.0], [-2.3, -2.0, 0.3], [-1.1, 3.4, -1.1]], "lowdin_charge": [0.01, -0.21, 0.02, -0.17, -0.07, -0.74, 0.67, 0.14, 0.04, 0.10, 0.06, 0.16], "gap_ev": 10.12, "fmax_ev_per_a": 5.4, "spin_multiplicity": 1, "homo_ev": -9.3122, "smiles": "Cn1nccc1Cl", "e_lumo_ev": 0.81, "de_lowest_kcal_mol": 66.1}

---

Record 2
{"formula": "C4H36N2O12", "method": "ωB97M-V/def2-TZVPD", "species": ["C", "N", "C", "C", "N", "C", "H", "H", "H", "H", "H", "H", "H", "H", "H", "H", "H", "H", "H", "H", "O", "H", "H", "O", "H", "H", "O", "H", "H", "O", "H", "H", "O", "H", "H", "O", "H", "H", "O", "H", "H", "O", "H", "H", "O", "H", "H", "O", "H", "H", "O", "H", "H", "O"], "positions_angstrom": [[1.19160, 1.35104, -2.48842], [1.41541, 1.06002, -1.02940], [0.52321, -0.09782, -0.57934], [0.45946, -0.30602, 0.90371], [-0.72895, 0.26178, 1.59170], [-1.22213, -0.36523, 2.89962], [1.28814, 2.48432, -2.53850], [0.52282, 0.83805, -3.12739], [2.11308, 1.04499, -3.00863], [1.06498, 1.95801, -0.59982], [-0.53476, 0.03085, -0.92881], [1.05006, -1.08863, -0.95499], [0.44757, -1.35992, 1.20025], [1.43438, 0.00454, 1.32125], [-0.58352, 1.20290, 1.89704], [-2.23759, 0.00978, 3.08834], [-1.42659, -1.45193, 2.92242], [-0.73034, -0.02342, 3.82658], [1.36019, -0.78316, 4.27737], [0.95891, 0.02866, 3.07567], [1.66094, -0.23719, 3.62985], [2.32072, -3.18305, -0.90948], [1.58457, -4.03671, 0.11882], [1.72778, -3.08908, -0.17436], [4.25757, -0.57082, 0.05299], [3.12039, -1.45356, -0.33531], [4.07196, -1.51983, 0.24689], [-3.69718, -2.10721, -1.65377], [-2.57419, -1.61798, -2.70843], [-3.44362, -2.01931, -2.60399], [-2.10367, 3.57655, -2.32433], [-1.34157, 2.67376, -3.21917], [-1.20433, 3.29972, -2.53189], [-2.22180, -2.43007, 1.53582], [-1.34121, -3.39436, 2.39496], [-1.88326, -3.38081, 1.53947], [2.79058, 1.57174, 0.54123], [3.91690, 1.90764, 1.40701], [3.77055, 1.41148, 0.64724], [1.96649, 3.51223, 1.12525], [1.59151, 3.55183, 2.55077], [1.45231, 3.21216, 1.74627], [-3.34278, 0.11116, -2.29753], [-2.20066, 0.77294, -1.51797], [-2.83023, 0.96525, -2.27608], [-0.21211, 3.32916, -1.07610], [-1.03562, 3.21041, 0.23951], [-0.11862, 3.26558, -0.15596], [0.14066, -2.80432, -2.53503], [-1.29205, -3.22914, -2.83354], [-0.83542, -2.50195, -2.47522], [-2.81036, -0.35138, 1.14495], [-4.19499, -0.82068, 1.48989], [-3.43889, -1.13822, 1.15891]], "forces_ev_per_a": [[4.0, 1.7, 0.8], [-2.5, -0.2, 0.0], [1.1, -0.5, -1.1], [0.5, -0.4, 1.7], [-0.8, -0.9, 1.4], [-0.9, 0.5, -0.1], [-0.9, -1.4, -0.6], [-2.0, -0.2, 0.2], [0.2, 0.1, 0.2], [0.1, -1.9, 0.0], [0.9, -0.5, -0.2], [-1.5, 2.1, 0.2], [-0.1, -0.1, -0.7], [-0.3, 0.3, -0.1], [0.3, 0.9, -0.5], [0.1, 0.2, -0.3], [0.9, 0.7, -0.3], [0.4, -0.4, -0.5], [-1.5, -2.4, 2.7], [-1.0, 0.2, -0.6], [3.1, 2.2, -1.7], [0.7, -0.2, -0.5], [0.1, 1.7, -0.4], [-0.9, -2.0, 0.7], [0.5, -0.5, 0.8], [3.8, -0.7, 2.8], [-4.1, 1.5, -3.4], [0.9, 0.2, -1.0], [0.2, -0.2, 0.6], [-1.2, 0.1, 0.6], [0.0, 0.1, 0.1], [0.0, -1.1, -0.9], [-0.3, 1.2, 0.4], [0.1, -1.9, -0.3], [-1.1, -0.3, -1.9], [0.9, 1.5, 2.1], [1.4, -0.8, -0.5], [1.0, 1.2, 2.4], [-2.0, -0.5, -1.9], [4.3, 3.0, -5.0], [1.3, 2.2, 4.4], [-5.3, -5.2, 1.4], [0.4, 1.1, -0.3], [-0.9, 0.6, -1.3], [0.4, -1.6, 1.5], [-1.0, 0.2, -2.3], [1.7, 0.1, -0.9], [-1.3, 0.2, 3.0], [-2.4, 1.0, 0.3], [-1.2, -1.5, -0.7], [3.7, 0.5, 0.3], [-0.7, -1.3, -0.2], [-4.6, 1.7, 2.0], [5.3, -0.1, -2.3]], "lowdin_charge": [-0.12, -0.10, -0.19, -0.23, -0.07, -0.11, 0.10, 0.06, 0.07, 0.05, 0.09, 0.11, 0.11, 0.10, 0.08, 0.07, 0.06, 0.08, -0.01, -0.05, 0.01, 0.02, 0.10, -0.07, 0.00, 0.09, -0.15, 0.07, -0.01, -0.07, 0.07, 0.03, -0.05, -0.01, 0.06, -0.13, 0.01, 0.00, -0.05, -0.05, 0.00, 0.07, 0.03, 0.04, -0.10, -0.05, 0.10, -0.07, 0.09, 0.01, -0.07, 0.06, -0.01, -0.03], "gap_ev": 8.99, "fmax_ev_per_a": 7.6, "spin_multiplicity": 1, "homo_ev": -8.8439, "e_lumo_ev": 0.14, "de_lowest_kcal_mol": 109.9}

---

Record 3
{"formula": "C9H7NO4Tl", "method": "ωB97M-V/def2-TZVPD", "species": ["Tl", "O", "C", "C", "O", "C", "O", "C", "O", "H", "H", "C", "C", "C", "N", "C", "C", "H", "H", "H", "H", "H"], "positions_angstrom": [[-0.10234, 0.06096, -1.97807], [2.02412, -3.46551, -1.97259], [1.44372, -2.49128, -2.09421], [-1.64158, 2.60783, -1.77594], [-2.20722, 3.57658, -1.54135], [-2.64795, -1.47020, -1.78117], [-3.61185, -2.06062, -1.61705], [2.45522, 1.58470, -1.94463], [3.43298, 2.16606, -1.83993], [-0.05679, -0.17126, -4.95018], [-0.44485, 0.47759, -4.91032], [0.18431, -0.11031, 3.58187], [0.67869, -1.17875, 2.82536], [0.57951, -1.09281, 1.43643], [0.04166, -0.02577, 0.82329], [-0.42691, 0.99987, 1.55260], [-0.38192, 1.00071, 2.94688], [0.24078, -0.14303, 4.66180], [1.13453, -2.07046, 3.26460], [0.95399, -1.90422, 0.80994], [-0.86171, 1.84678, 1.01854], [-0.78641, 1.86312, 3.48415]], "forces_ev_per_a": [[0.0, 0.0, 0.2], [-1.7, 2.8, -0.4], [1.5, -2.5, 0.4], [-1.8, 3.0, 0.8], [1.9, -3.3, -0.9], [-2.7, -1.6, 0.5], [3.0, 1.9, -0.6], [2.7, 1.6, 0.3], [-3.1, -1.8, -0.4], [0.0, 0.0, 0.1], [0.0, -0.1, 0.1], [0.0, 0.0, 0.3], [-0.2, 0.5, 2.1], [-0.3, 0.6, -2.0], [0.0, 0.0, -0.8], [0.1, -0.5, -2.1], [0.4, -0.6, 2.0], [0.0, 0.0, 0.1], [-0.2, 0.3, 0.1], [-0.1, 0.2, 0.1], [0.1, -0.2, 0.1], [0.2, -0.3, 0.0]], "lowdin_charge": [0.91, 0.16, 0.03, 0.03, 0.16, 0.03, 0.16, 0.03, 0.16, 0.07, 0.07, 0.08, 0.12, 0.02, 0.04, 0.02, 0.12, 0.16, 0.17, 0.14, 0.14, 0.17], "gap_ev": [6.73, 6.09], "fmax_ev_per_a": 4.0, "spin_multiplicity": 1, "homo_ev": [-23.1997, -22.2432], "charge": 3, "e_lumo_ev": [-16.47, -16.15]}